Entry 1:
The following is a quantum chemistry calculation of a 11-piece molecular cluster, C14H50N16O14 overall, from the Open Molecules 2025 dataset.

Geometry (Å):
N  2.351673  -6.644612  19.968750
C  1.331425  -7.448453  20.287739
N  0.675961  -7.080103  21.461859
O  1.052085  -8.403479  19.533808
H  2.879723  -7.068978  19.206980
H  2.787145  -6.104373  20.736828
H  -0.054862  -7.669578  21.846615
H  1.083277  -6.359564  22.093859
N  -1.250767  -7.680448  24.722086
C  -1.789863  -6.462098  24.855877
N  -3.117934  -6.283522  24.626384
O  -1.129643  -5.487319  25.102348
H  -1.764996  -8.446326  24.354765
H  -0.251077  -7.754248  24.713312
H  -3.602362  -6.963445  24.063050
H  -3.271726  -5.404074  24.244278
N  -5.122086  -6.544376  18.248838
C  -6.067857  -7.241696  18.990708
N  -6.325557  -6.826124  20.229427
O  -6.616317  -8.197947  18.419352
H  -5.173423  -6.607572  17.206250
H  -4.682969  -5.657951  18.472059
H  -6.991801  -7.382167  20.791677
H  -5.620612  -6.305968  20.740311
N  -2.749897  -0.555152  23.808663
C  -1.803806  -1.511084  24.063517
N  -2.251939  -2.736722  24.436851
O  -0.572027  -1.318024  23.960680
H  -3.731612  -0.702059  23.742361
H  -2.442288  0.360120  23.503416
H  -3.279406  -2.840812  24.267741
H  -1.639749  -3.501782  24.731574
N  -2.853626  -8.797134  18.456737
C  -2.052009  -7.667905  18.407466
N  -1.147332  -7.624439  17.401049
O  -2.169933  -6.729036  19.223898
H  -2.717266  -9.351282  17.629125
H  -3.740525  -8.706766  18.994143
H  -0.799588  -8.449253  16.903226
H  -0.453125  -6.911766  17.469377
N  0.978007  -3.724386  24.203843
C  1.801937  -3.904024  23.162288
N  2.312943  -2.795841  22.586977
O  2.059054  -5.038100  22.718331
H  0.458827  -4.476949  24.659964
H  0.495010  -2.801562  24.300165
H  2.617046  -2.854508  21.659665
H  2.061275  -1.874338  22.921870
N  -3.069016  -8.138093  21.486663
C  -2.314975  -9.122626  22.115258
N  -1.142725  -9.486668  21.443105
O  -2.612763  -9.564069  23.208167
H  -2.593228  -7.558820  20.785634
H  -3.932918  -7.888851  21.996027
H  -0.729475  -10.373513  21.646488
H  -0.962743  -9.162301  20.499320
N  -6.883962  -1.125183  21.815739
C  -5.523329  -1.415443  21.961020
N  -4.824111  -1.172299  20.861014
O  -5.147934  -1.772978  23.034758
H  -7.360357  -1.013261  22.651657
H  -7.304214  -0.889165  20.950528
H  -5.339924  -0.859813  20.046234
H  -3.846148  -1.453405  20.893001
O  0.265469  -2.604477  16.432114
C  1.379696  -3.300662  16.984244
C  1.322703  -4.758842  16.881778
O  0.542767  -5.447510  17.887021
H  -0.441424  -2.874297  17.026577
H  2.289643  -3.031028  16.491638
H  1.524113  -2.924324  18.008246
H  2.359847  -5.181015  16.808785
H  0.779042  -4.950674  15.938228
H  1.175889  -5.571360  18.694572
O  -1.558412  -3.933963  19.240753
C  -1.135021  -3.739630  20.575471
C  -1.982083  -4.656920  21.455069
O  -3.333273  -4.677553  21.016059
H  -1.118304  -4.740031  18.948083
H  -0.126741  -4.048553  20.624145
H  -1.288092  -2.713423  20.731164
H  -2.076225  -4.316893  22.473054
H  -1.527610  -5.664531  21.422380
H  -3.271507  -4.870437  20.059411
O  -4.091699  -2.285173  14.992029
C  -3.019546  -3.092338  14.988218
C  -3.279449  -4.286253  15.857399
O  -3.508235  -3.956517  17.232110
H  -3.807296  -1.507136  15.518595
H  -2.947149  -3.461397  13.933975
H  -2.090106  -2.543559  15.331403
H  -2.535845  -5.008418  15.715688
H  -4.252838  -4.540231  15.381357
H  -2.741345  -3.656191  17.733778

Atoms 1-6, force components in eV/Å:
N 1.5956 1.5388 -0.4074
C -2.2132 -1.7418 1.4277
N 0.4790 -0.1469 -0.6462
O -0.3479 1.0122 1.0741
H 0.3090 0.4549 0.6176
H -0.1528 -0.4298 -0.8365

The SMILES is NC(N)=O.NC(N)=O.NC(N)=O.NC(N)=O.NC(N)=O.NC(N)=O.NC(N)=O.NC(N)=O.OCCO.OCCO.OCCO.

***

Entry 2:
The following is a quantum chemistry calculation of a 12-piece molecular cluster, C14H51N21O15S overall, from the Open Molecules 2025 dataset.

Geometry (Å):
S  0.247277  0.667472  -0.768044
O  -0.207840  0.688203  -2.146585
O  0.798882  1.946352  -0.314420
O  -0.895086  0.258200  0.050714
O  1.247544  -0.386262  -0.568582
C  -3.102645  -3.795010  4.869087
C  -3.294994  -3.594564  3.362317
C  -4.483267  -4.421315  2.758833
O  -4.370764  -4.604365  1.316613
C  -5.635124  -4.988126  0.817770
N  -3.533374  -2.189308  3.098960
H  -2.892454  -4.838098  5.105513
H  -4.017151  -3.480074  5.371682
H  -2.291837  -3.121573  5.146891
H  -2.343339  -3.899430  2.927001
H  -5.428075  -3.976932  3.071814
H  -4.605657  -5.440479  3.125463
H  -6.067003  -5.812010  1.385929
H  -5.704007  -5.246294  -0.238969
H  -6.228760  -4.114336  1.086435
H  -3.246412  -1.976628  2.154229
H  -2.688006  -1.799663  3.490911
C  -2.647957  4.203153  2.445862
O  -3.397040  4.966152  3.089196
N  -1.576696  4.458071  1.768629
N  -2.766421  2.890399  2.422601
H  -1.107303  3.770600  1.196641
H  -1.315266  5.432759  1.810337
H  -2.225080  2.219240  1.896684
H  -3.594504  2.565943  2.901242
C  4.679520  2.805996  -3.225994
O  5.602445  2.647515  -4.037670
N  4.394315  2.151186  -2.112492
N  3.929129  3.913718  -3.284628
H  4.917502  1.289570  -2.049317
H  3.495235  2.427197  -1.744279
H  3.956200  4.264730  -4.231294
H  3.160832  4.162031  -2.677872
C  0.655755  1.538941  5.698878
O  1.372569  1.398875  6.713562
N  0.956092  1.487529  4.470184
N  -0.622055  1.929681  5.845540
H  0.299053  1.662807  3.723408
H  1.934981  1.295449  4.312126
H  -1.168598  1.942538  4.996304
H  -0.817639  2.430056  6.700801
C  -0.057912  -4.924775  -0.447741
O  -0.310546  -6.122690  -0.396190
N  0.993242  -4.302247  -0.060874
N  -0.865516  -4.010762  -0.930622
H  1.128240  -3.331329  -0.304171
H  1.686987  -4.978548  0.224488
H  -0.590954  -3.084137  -0.637215
H  -1.847261  -4.242447  -0.981614
C  -1.036820  4.632510  -4.542412
O  -1.219452  5.549612  -5.315962
N  -1.277342  3.385177  -4.783345
N  -0.837462  4.676040  -3.265454
H  -1.214920  3.038730  -5.730017
H  -0.938691  2.845957  -3.999342
H  -1.034363  5.507420  -2.726811
H  -0.272990  3.875416  -3.019569
C  0.535408  -2.091998  -5.674177
O  0.788075  -3.076770  -6.312749
N  1.287049  -1.015853  -5.623110
N  -0.577813  -1.921794  -4.982807
H  2.172979  -1.015259  -6.108122
H  0.961943  -0.168914  -5.179142
H  -1.430092  -2.460218  -5.044584
H  -0.474120  -1.184223  -4.300652
C  4.207911  -1.136567  2.977177
O  5.071742  -1.446394  3.750551
N  4.277445  -0.143252  2.136770
N  3.044955  -1.657011  2.799307
H  3.483042  0.138486  1.580310
H  5.035994  0.521040  2.195230
H  2.425488  -1.170017  2.167479
H  2.828793  -2.509417  3.296060
C  -5.105624  -0.585627  -2.574151
O  -6.103979  -1.106945  -3.001305
N  -4.464255  0.348141  -3.183963
N  -4.558848  -0.844946  -1.372914
H  -4.670645  0.792090  -4.067377
H  -3.561715  0.551504  -2.778784
H  -3.616664  -0.574179  -1.129852
H  -4.924972  -1.541626  -0.739903
C  3.312705  6.128867  2.164035
O  4.093201  6.986678  2.580160
N  2.562118  6.313224  1.110964
N  3.018128  5.010097  2.718623
H  2.571885  7.191868  0.612971
H  1.878228  5.583057  0.972269
H  3.643337  4.743226  3.465614
H  2.384891  4.323106  2.335035
C  5.174908  -3.442932  -2.721981
O  6.115700  -3.887092  -3.400064
N  5.341105  -2.687608  -1.717528
N  3.928699  -3.606323  -2.900201
H  4.485417  -2.206355  -1.480220
H  6.218038  -2.347813  -1.349256
H  3.407836  -2.953109  -2.332652
H  3.554497  -4.092965  -3.702222

Atoms 1-6, force components in eV/Å:
S -0.4068 -1.6905 1.2042
O -0.1571 0.8244 -2.5525
O 0.4325 1.7833 0.1222
O -1.8990 0.3743 1.4624
O 1.9797 -1.1213 -0.1175
C -0.7923 0.2072 -0.7276

Its total charge is -2.

***

| no. | strongest force on any atom (eV/A) | electronic energy (eV) |
| --- | --- | --- |
| 1 | 4.04 | -67843.4579 |
| 2 | 7.13 | -88192.2136 |